No. 1
Molecular formula: C4H10S
Method: DFT, ωB97M-V/def2-TZVPD

```
15
Properties=species:S:1:pos:R:3:forces:R:3
C -2.723517 0.250366 -0.468526 1.941 -0.298 1.128
C -2.788804 -0.393849 0.723465 1.761 0.451 -1.940
H -3.377336 0.114224 -1.288467 -1.258 -0.124 -0.273
H -1.829196 0.824500 -0.818847 -0.820 -0.355 0.882
H -3.590270 -1.102913 0.844436 -0.172 0.018 0.574
H -1.855953 -0.430672 1.361705 -1.557 0.312 -0.400
C 1.732797 -1.190484 -1.046838 0.427 -0.422 -0.632
C 1.384172 -0.661209 0.332506 -1.868 -1.964 0.407
S 1.049335 1.110370 0.363367 0.557 0.184 0.495
H 1.101212 -0.836326 -1.881549 -0.094 -0.084 0.661
H 2.743435 -0.919718 -1.342649 0.202 0.118 0.089
H 1.696197 -2.291956 -1.037393 -0.049 0.314 -0.040
H 2.152374 -1.003734 1.073051 -0.608 0.850 -0.549
H 0.403774 -1.215536 0.635871 1.625 1.018 -0.246
H 0.138517 1.067272 -0.603681 -0.088 -0.017 -0.155
```
Forces are in eV/Å.

HOMO level   -0.332 hartree
LUMO   0.984 eV
Relative energy (zero: lowest compared OMol25 entry of this formula, charge and spin)   34.84 kcal/mol
Gap between HOMO and LUMO   10.026 eV
SMILES string   C=C.CCS

No. 2
Molecular formula: C17H20N5PtS
Method: DFT, ωB97M-V/def2-TZVPD

```
44
Properties=species:S:1:pos:R:3:forces:R:3
Pt -1.012504 0.880499 -1.170342 0.792 0.153 -1.220
N -3.787997 2.525685 1.778918 -0.033 0.102 0.021
C -2.736239 2.077899 0.989549 0.025 0.112 -0.239
S -2.970165 2.128459 -0.737957 -0.242 -0.330 0.194
N -1.658431 1.699820 1.607326 0.120 0.125 0.008
N -0.699802 1.228910 0.756787 -0.404 0.127 -0.591
C 0.508848 0.857099 1.225992 0.265 -0.332 0.125
C 0.854049 0.869027 2.661825 -0.016 -0.093 -0.060
C 2.045450 1.452375 3.094189 -0.006 -0.005 0.019
C 2.403222 1.441421 4.435397 0.004 -0.015 -0.004
C 1.570126 0.850608 5.373504 0.006 0.008 0.011
C 0.376968 0.272225 4.956553 -0.012 0.004 -0.011
C 0.021556 0.282250 3.618075 -0.004 0.020 0.024
C 1.408568 0.425585 0.231756 -0.215 0.399 0.077
C 2.649108 -0.224350 0.454099 0.137 0.103 -0.019
C 3.437787 -0.589266 -0.594795 0.018 0.025 0.041
C 3.015007 -0.302971 -1.919480 -0.012 0.079 0.005
C 1.797271 0.281175 -2.102684 0.139 0.265 -0.057
N 0.977536 0.625479 -1.081231 -0.385 -1.188 0.418
H -4.686186 2.438444 1.331966 -0.007 -0.024 0.025
H -3.753877 2.179088 2.725251 0.000 -0.008 -0.003
H 2.690589 1.924056 2.363152 -0.006 0.018 0.008
H 3.332376 1.903343 4.747250 0.000 0.003 0.001
H 1.843483 0.844983 6.421641 0.002 -0.003 0.000
H -0.281118 -0.191421 5.681824 -0.002 0.001 0.001
H -0.911636 -0.157614 3.295879 0.001 -0.008 0.002
H 2.946474 -0.434509 1.472602 -0.004 -0.021 -0.008
H 4.378552 -1.095871 -0.418594 -0.002 -0.001 0.003
H 3.625355 -0.553675 -2.775662 -0.017 -0.026 -0.008
H 1.410387 0.507209 -3.085392 -0.001 -0.008 0.013
C -0.930546 -2.154088 -1.910852 0.051 0.045 0.012
C -1.356247 -1.295531 -3.112382 0.475 0.242 -0.317
C -2.726664 -1.785417 -3.604340 -0.038 -0.083 0.030
C -0.334847 -1.519533 -4.248271 -0.139 -0.032 -0.075
N -1.520630 0.133299 -2.885524 -0.507 0.377 1.596
H -0.894110 -3.214010 -2.187879 -0.007 0.009 -0.008
H -1.638606 -2.028139 -1.089534 -0.003 -0.001 -0.007
H 0.056984 -1.860140 -1.549951 -0.004 -0.042 -0.004
H -2.687542 -2.843914 -3.887148 0.001 -0.001 0.009
H -3.042798 -1.192726 -4.462923 0.009 -0.001 -0.001
H -3.468033 -1.659693 -2.813446 0.001 0.020 -0.001
H -0.297124 -2.577304 -4.532037 -0.024 0.023 -0.016
H 0.660528 -1.220073 -3.930414 0.039 -0.047 -0.002
H -0.615125 -0.928692 -5.122695 0.008 0.008 0.009
```
Forces are in eV/Å.

HOMO level (alpha / beta)   -0.082 / -0.083 hartree
LUMO (alpha / beta)   2.666 / 2.665 eV
Charge   -1
Gap between HOMO and LUMO (alpha / beta)   4.909 / 4.912 eV

No. 3
Molecular formula: C16H21AlBN6O3S4
Method: DFT, ωB97M-V/def2-TZVPD

```
52
Properties=species:S:1:pos:R:3:forces:R:3
Al -0.524004 0.783262 0.596101 -0.223 -0.191 0.018
C 1.638276 2.687934 3.767192 0.031 -0.040 -0.106
N 2.174933 1.448523 3.207977 0.023 0.148 0.099
C 3.512300 1.152347 3.047279 -0.081 0.051 -0.007
C 3.573507 -0.101581 2.548063 -0.095 -0.047 -0.063
N 2.285802 -0.571306 2.404061 -0.025 -0.120 0.155
B 1.910079 -2.008044 1.927429 0.130 0.131 -0.098
N 1.978315 -2.103479 0.338525 -0.164 0.033 0.079
C 2.228360 -3.318350 -0.262418 -0.019 0.070 0.057
C 2.088866 -3.171820 -1.598756 0.016 0.049 -0.008
N 1.749579 -1.856020 -1.813652 -0.085 -0.005 -0.140
C 1.535160 -1.240339 -3.118999 0.035 -0.058 0.057
C 1.680115 -1.222870 -0.625311 0.119 -0.059 0.046
S 1.436994 0.500707 -0.520982 0.115 0.011 0.045
C 1.451597 0.390675 2.815489 0.068 -0.133 -0.144
S -0.293173 0.362797 2.822068 0.094 -0.077 -0.031
H 1.416829 2.559628 4.824560 -0.007 -0.011 0.005
H 0.729728 2.961051 3.235307 0.033 0.008 0.029
H 2.384411 3.467000 3.640858 -0.001 0.009 0.001
H 4.284821 1.855710 3.300928 -0.011 -0.004 0.014
H 4.423977 -0.702064 2.279451 -0.015 -0.022 0.026
H 2.723386 -2.786519 2.353955 -0.049 0.061 -0.063
H 0.792342 -2.263985 2.280961 0.099 -0.015 0.034
H 2.489836 -4.182841 0.320836 -0.010 0.008 0.005
H 2.212166 -3.870745 -2.406456 -0.010 0.013 -0.004
H 1.461216 -2.034080 -3.856935 0.003 -0.001 -0.005
H 2.364573 -0.583315 -3.372468 0.010 0.005 0.013
H 0.612489 -0.666729 -3.107856 -0.016 -0.001 -0.004
C -2.165582 4.110921 -0.482117 -0.036 -0.028 -0.081
S -1.586635 3.084323 0.817027 0.085 0.008 0.155
O -1.764019 3.744105 2.064833 0.018 -0.020 -0.122
O -2.233333 1.730519 0.669292 0.022 0.013 0.094
O -0.164974 2.688623 0.486608 -0.006 0.060 -0.041
H -3.058080 4.617569 -0.123515 -0.018 -0.018 -0.027
H -2.384131 3.490169 -1.347877 0.033 0.026 -0.016
H -1.378779 4.829521 -0.701904 -0.025 0.029 0.029
N -1.745508 -2.301912 1.482239 -0.084 0.121 0.034
C -2.067514 -1.795958 0.297283 0.150 -0.011 -0.028
N -1.526258 -0.712643 -0.244583 -0.108 0.046 0.098
C -2.067730 -0.472175 -1.523714 0.037 0.056 0.106
C -1.742714 0.587251 -2.363548 0.016 0.029 -0.022
C -2.392107 0.692618 -3.582888 0.012 0.001 -0.008
C -3.353262 -0.239141 -3.971932 0.011 -0.006 0.024
C -3.683111 -1.295073 -3.139548 0.014 0.015 -0.032
C -3.030108 -1.392570 -1.920527 -0.059 -0.065 -0.087
S -3.249090 -2.600968 -0.684622 -0.041 -0.035 -0.030
H -1.063653 -1.838377 2.073472 0.001 -0.005 -0.033
H -2.267755 -3.071128 1.864143 0.031 -0.019 -0.020
H -0.979738 1.308154 -2.088936 -0.019 -0.021 -0.007
H -2.143382 1.511146 -4.245131 -0.002 -0.003 -0.006
H -3.845397 -0.139257 -4.929355 0.000 0.008 0.007
H -4.429598 -2.021254 -3.431916 0.004 0.006 0.005
```
Forces are in eV/Å.

HOMO level   -0.425 hartree
LUMO   -1.910 eV
Relative energy (zero: lowest compared OMol25 entry of this formula, charge and spin)   0.00 kcal/mol
Charge   +1
Gap between HOMO and LUMO   9.666 eV

No. 4
Molecular formula: C4H14N2O
Method: DFT, ωB97M-V/def2-TZVPD

```
21
Properties=species:S:1:pos:R:3:forces:R:3
N 0.998095 1.396709 -0.884242 -0.870 -1.983 -0.498
C 0.708484 1.255414 0.543188 2.297 1.849 1.511
C -0.762357 1.324305 0.800562 0.516 1.565 -1.413
C -1.490858 0.191681 0.191185 0.988 -2.975 -0.498
C -1.229607 -1.242117 0.907385 1.204 1.002 -0.773
N 0.221506 -1.661937 0.973307 -0.696 -1.363 -2.981
H 1.678106 2.062013 -1.027744 2.135 1.496 -0.163
H 0.252406 1.756125 -1.465102 -0.639 -0.267 0.431
H 1.268123 0.458428 1.123683 -0.989 0.249 -1.553
H 1.213205 2.164891 0.975366 -0.820 -0.419 0.192
H -0.955702 1.403010 1.829626 -0.306 0.026 1.566
H -1.054739 2.319968 0.340880 -0.190 -1.038 0.472
H -2.544154 0.308278 0.318357 -0.888 0.217 -0.430
H -1.196361 0.060978 -0.897399 -0.710 0.255 1.114
H -1.805286 -1.990247 0.254367 0.142 0.876 1.768
H -1.398761 -1.064147 1.985292 -1.257 -0.596 -0.567
H 0.371256 -2.101932 -0.018887 0.405 1.073 2.406
H 0.312227 -2.448127 1.631580 -0.248 0.416 -0.422
O 1.226259 -1.152278 -2.063382 -0.501 0.561 -0.117
H 0.434116 -0.597442 -2.175188 0.031 -0.715 -0.271
H 1.724296 -0.432674 -1.645157 0.395 -0.229 0.225
```
Forces are in eV/Å.

HOMO level   -0.325 hartree
LUMO   0.962 eV
Relative energy (zero: lowest compared OMol25 entry of this formula, charge and spin)   49.62 kcal/mol
Gap between HOMO and LUMO   9.802 eV
SMILES string   NCCCCN.O

no.,F_max (eV Å⁻¹)
1,2.74
2,1.72
3,0.29
4,3.35